The following is a quantum chemistry calculation of C39H47N12O4Ti as an isolated structure in a non-equilibrium geometry, from the Open Molecules 2025 dataset.

Each line ends with the Löwdin charge.
Cartesian coordinates (Å):
Ti (0.815, 0.448, -1.175)  1.279
C (-3.811, 2.088, 1.451)  -0.050
C (-3.002, 1.931, 0.117)  -0.377
C (-3.951, 1.767, -1.068)  -0.072
C (-2.073, 3.130, -0.010)  -0.136
C (-2.672, 4.360, -0.271)  -0.059
C (-1.940, 5.545, -0.174)  -0.075
C (-0.568, 5.475, 0.089)  -0.041
C (0.099, 4.270, 0.372)  -0.104
C (1.560, 4.476, 0.836)  -0.387
C (1.863, 4.071, 2.258)  -0.072
C (2.643, 4.071, -0.143)  -0.055
C (-0.652, 3.047, 0.274)  -0.145
N (-0.016, 1.792, 0.633)  0.058
C (-0.168, 1.540, 1.909)  -0.126
C (0.208, 0.445, 2.742)  -0.160
C (0.344, 0.854, 4.090)  -0.061
C (0.338, -0.052, 5.136)  -0.108
C (0.188, -1.428, 4.845)  -0.066
C (0.051, -1.856, 3.514)  -0.050
C (0.127, -0.978, 2.416)  -0.256
N (0.283, -1.448, 1.144)  0.091
C (-0.183, -2.704, 0.778)  -0.192
C (0.708, -3.772, 0.387)  -0.117
C (0.256, -4.779, -0.468)  -0.077
C (-1.077, -4.851, -0.865)  -0.119
C (-1.987, -3.934, -0.366)  -0.087
C (-1.618, -3.011, 0.615)  -0.130
C (-2.699, -2.335, 1.428)  -0.366
C (-3.154, -3.098, 2.669)  -0.072
C (-4.005, -2.016, 0.601)  -0.074
C (2.181, -3.906, 0.845)  -0.358
C (3.134, -3.888, -0.360)  -0.077
C (2.730, -3.057, 2.007)  -0.066
H (-4.469, 1.219, 1.695)  0.073
H (-4.407, 3.014, 1.449)  0.071
H (-3.055, 2.172, 2.317)  0.094
H (-2.377, 1.025, 0.194)  0.100
H (-4.608, 2.599, -1.265)  0.060
H (-4.579, 0.914, -0.844)  0.063
H (-3.349, 1.553, -1.981)  0.079
H (-3.743, 4.487, -0.564)  0.119
H (-2.460, 6.486, -0.317)  0.095
H (0.030, 6.390, 0.105)  0.110
H (1.603, 5.554, 0.846)  0.099
H (1.913, 2.964, 2.338)  0.052
H (1.103, 4.413, 2.986)  0.085
H (2.825, 4.449, 2.583)  0.077
H (2.894, 2.989, -0.045)  0.057
H (3.591, 4.652, 0.015)  0.093
H (2.239, 4.253, -1.179)  0.072
H (-0.647, 2.318, 2.529)  0.133
H (0.411, 1.928, 4.314)  0.111
H (0.451, 0.280, 6.177)  0.093
H (0.217, -2.123, 5.640)  0.082
H (-0.053, -2.925, 3.375)  0.101
H (0.938, -5.527, -0.907)  0.115
H (-1.443, -5.624, -1.580)  0.102
H (-3.066, -3.980, -0.678)  0.107
H (-2.234, -1.410, 1.743)  0.107
H (-3.953, -3.849, 2.378)  0.090
H (-3.585, -2.387, 3.361)  0.069
H (-2.312, -3.694, 3.129)  0.087
H (-4.480, -3.016, 0.335)  0.076
H (-3.840, -1.465, -0.335)  0.066
H (-4.760, -1.538, 1.200)  0.056
H (2.194, -4.944, 1.201)  0.124
H (3.332, -2.865, -0.689)  0.063
H (2.765, -4.484, -1.235)  0.070
H (4.084, -4.315, -0.035)  0.070
H (2.662, -1.966, 1.811)  0.054
H (3.851, -3.342, 2.045)  0.103
H (2.243, -3.262, 2.959)  0.056
N (4.494, -0.334, -1.482)  0.131
C (3.983, 0.026, -0.267)  -0.460
N (4.762, 0.014, 0.809)  0.042
N (3.971, 0.568, 1.789)  -0.040
N (2.780, 0.803, 1.334)  -0.070
N (2.708, 0.467, 0.014)  -0.047
C (3.864, -0.259, -2.719)  -0.429
N (4.496, -0.502, -3.905)  0.017
N (3.538, -0.452, -4.820)  -0.087
N (2.363, -0.188, -4.274)  -0.056
N (2.554, -0.139, -2.901)  -0.022
H (5.533, -0.457, -1.519)  0.167
C (-0.262, 2.274, -4.303)  0.017
C (0.392, 2.857, -3.083)  -0.512
O (0.799, 4.001, -2.857)  0.090
O (0.583, 1.919, -2.137)  -0.190
H (0.256, 1.316, -4.600)  0.083
H (-1.344, 2.022, -4.081)  0.104
H (-0.254, 3.015, -5.105)  0.085
O (-1.384, -0.148, -1.582)  -0.014
C (-0.852, -0.978, -2.335)  -0.475
C (-1.455, -1.704, -3.559)  -0.046
C (-0.190, -2.229, -4.254)  -0.080
C (0.871, -2.221, -3.173)  -0.409
O (1.897, -2.915, -3.073)  0.069
N (0.448, -1.321, -2.138)  0.037
H (-2.142, -1.168, -4.175)  0.105
H (-2.050, -2.575, -3.189)  0.129
H (0.101, -1.596, -5.058)  0.099
H (-0.340, -3.239, -4.682)  0.132

Computed properties:
frontier orbital gap: 5.32 eV
net charge: -1